# C2H8N2

A 2-piece molecular cluster, C2H8N2 overall (wB97M-V/def2-TZVPD, the OMol25 dataset).

Structure (XYZ):
```
12
Properties=species:S:1:pos:R:3
C -0.14 -1.69 0.61
C 0.31 -0.93 -0.39
N -0.29 -0.77 -1.63
H -0.96 -2.39 0.46
H 0.39 -1.63 1.54
H 1.18 -0.30 -0.26
H -1.01 -1.43 -1.85
H 0.33 -0.53 -2.39
N 0.18 2.49 0.71
H 0.63 1.73 1.22
H 0.17 3.26 1.38
H -0.79 2.18 0.60
```

Total energy = -5183.355 eV
Multiplicity = 1
Frontier orbital gap = 9.442 eV
SMILES = C=CN.N

# C53H44BCl4F7N7OPSY

C53H44BCl4F7N7OPSY as an isolated structure (wB97M-V/def2-TZVPD, the OMol25 dataset).

Structure (XYZ):
```
120
Properties=species:S:1:pos:R:3
Y -0.13 0.41 -0.04
Cl 1.22 -1.64 1.72
C 2.92 -1.87 1.35
C 3.41 -3.16 1.46
C 4.75 -3.37 1.18
C 5.55 -2.31 0.79
C 5.03 -1.03 0.68
C 3.69 -0.78 0.96
P 2.91 0.88 0.90
C 3.14 1.46 2.64
C 3.36 0.59 3.70
C 3.42 1.07 5.01
C 3.27 2.42 5.26
C 3.05 3.30 4.21
C 2.98 2.82 2.91
C 4.15 1.81 -0.07
C 5.04 2.74 0.46
C 5.98 3.36 -0.37
C 6.05 3.03 -1.72
C 5.17 2.09 -2.25
C 4.23 1.49 -1.43
H 2.76 -3.97 1.77
H 5.16 -4.37 1.27
H 6.60 -2.48 0.57
H 5.67 -0.21 0.36
H 3.51 -0.47 3.54
H 3.59 0.38 5.83
H 3.31 2.80 6.28
H 2.94 4.36 4.39
H 2.78 3.52 2.11
H 5.02 2.99 1.51
H 6.66 4.09 0.05
H 6.79 3.50 -2.35
H 5.21 1.83 -3.30
H 3.54 0.76 -1.85
F 0.14 2.15 2.81
B -0.69 1.66 1.85
F -1.99 2.02 2.13
Cl -6.70 -0.10 9.36
C -5.72 -0.63 8.03
C -5.42 -1.97 7.89
C -4.63 -2.38 6.82
C -4.14 -1.46 5.90
C -3.27 -1.91 4.75
C -4.07 -2.03 3.47
N -3.16 -2.08 2.32
C -2.51 -3.20 1.82
C -1.61 -2.73 0.93
N -1.69 -1.34 0.88
C -2.65 -0.99 1.72
O -2.67 -3.16 4.97
C -1.26 -3.07 5.24
C -0.95 -2.10 6.34
C -0.49 -0.83 6.16
Cl -0.06 -0.07 4.69
S -0.32 0.03 7.62
C -0.87 -1.31 8.53
C -1.16 -2.37 7.73
C -4.46 -0.12 6.08
Cl -3.85 1.08 4.96
C -5.24 0.31 7.14
H -5.80 -2.69 8.61
H -4.38 -3.43 6.70
H -2.51 -1.15 4.58
H -4.74 -1.18 3.36
H -4.66 -2.95 3.49
H -2.74 -4.20 2.17
H -0.91 -3.29 0.32
H -2.98 0.02 1.93
H -0.72 -2.81 4.33
H -0.97 -4.08 5.54
H -0.94 -1.24 9.61
H -1.52 -3.32 8.11
H -5.47 1.36 7.26
C 0.83 3.85 0.08
N 0.32 2.98 -1.03
C 1.26 3.12 -2.17
N 1.40 4.51 -2.60
C 1.89 5.31 -1.47
N 0.97 5.25 -0.32
C -0.35 5.74 -0.75
N -0.89 4.94 -1.87
C -1.00 3.55 -1.46
C 0.07 5.02 -2.99
H 1.80 3.47 0.38
H 0.15 3.79 0.93
H 0.88 2.53 -3.00
H 2.22 2.74 -1.87
H 1.99 6.35 -1.78
H 2.87 4.94 -1.16
H -0.27 6.78 -1.05
H -1.04 5.68 0.09
H -1.36 2.95 -2.29
H -1.69 3.47 -0.62
H 0.17 6.06 -3.30
H -0.30 4.44 -3.83
F -1.04 1.19 -3.66
C 0.02 0.34 -3.56
C 0.46 -0.13 -2.34
C 1.54 -0.97 -2.45
F 2.05 -1.52 -1.31
C 2.19 -1.31 -3.60
F 3.24 -2.12 -3.62
C 1.71 -0.78 -4.78
F 2.30 -1.08 -5.93
C 0.61 0.05 -4.76
F 0.15 0.55 -5.91
N -2.47 0.95 -0.92
C -3.35 1.34 -1.53
C -4.45 1.87 -2.32
C -4.39 3.19 -2.76
C -5.44 3.69 -3.51
C -6.52 2.88 -3.82
C -6.57 1.56 -3.38
C -5.53 1.05 -2.62
H -3.54 3.81 -2.51
H -5.41 4.71 -3.86
H -7.34 3.27 -4.41
H -7.42 0.93 -3.62
H -5.55 0.02 -2.27
```

Total charge = +1
Total energy = -159107.504 eV
Multiplicity = 1
Frontier orbital gap = 8.415 eV

# C18H49Cl6N7O3P2

A 6-piece molecular cluster, C18H49Cl6N7O3P2 overall (wB97M-V/def2-TZVPD, the OMol25 dataset).

Structure (XYZ):
```
85
Properties=species:S:1:pos:R:3
C 1.96 -1.43 -3.11
N 2.59 -0.29 -2.46
C 1.63 0.52 -1.68
P 4.16 -0.41 -1.97
O 4.51 -1.38 -0.94
N 4.94 -0.93 -3.33
C 6.34 -1.23 -3.04
C 4.60 -0.50 -4.69
N 4.42 1.19 -1.54
C 5.47 1.36 -0.53
C 4.41 2.18 -2.63
H 1.44 -2.09 -2.32
H 2.70 -2.03 -3.61
H 1.17 -1.07 -3.78
H 1.25 -0.06 -0.87
H 0.70 0.71 -2.17
H 2.06 1.46 -1.40
H 6.53 -1.57 -2.07
H 6.82 -1.88 -3.81
H 6.88 -0.29 -3.15
H 4.64 -1.32 -5.35
H 3.51 -0.26 -4.67
H 5.24 0.33 -5.11
H 5.36 0.58 0.22
H 6.49 1.42 -0.80
H 5.27 2.38 -0.14
H 3.65 1.98 -3.36
H 5.39 2.14 -3.16
H 4.38 3.14 -2.17
C -1.46 -0.47 1.14
N -0.53 -1.11 2.06
C -0.74 -2.56 2.02
P 0.27 -0.21 3.22
O -0.19 1.20 3.13
N 0.04 -0.79 4.80
C 0.32 -2.22 5.16
C -1.25 -0.27 5.31
N 1.84 -0.66 3.00
C 2.79 -0.50 4.14
C 2.46 -0.89 1.68
H -1.67 -1.06 0.24
H -0.97 0.48 0.93
H -2.43 -0.19 1.54
H -1.81 -2.78 2.08
H -0.26 -3.00 2.83
H -0.32 -2.88 1.05
H -0.68 -2.68 5.24
H 0.81 -2.75 4.35
H 0.80 -2.35 6.09
H -1.56 0.67 4.86
H -2.06 -0.92 5.09
H -1.08 -0.12 6.36
H 3.69 -0.06 3.68
H 2.31 0.09 4.93
H 3.08 -1.47 4.59
H 3.38 -1.49 1.78
H 2.76 0.07 1.17
H 1.83 -1.50 1.02
C -5.89 3.06 2.64
N -4.77 3.03 1.74
C -3.43 2.95 2.27
C -4.95 2.99 0.39
O -4.13 2.77 -0.45
H -5.72 3.88 3.36
H -6.01 2.15 3.22
H -6.80 3.34 2.09
H -2.68 2.97 1.48
H -3.30 3.74 2.97
H -3.35 2.04 2.85
H -6.03 3.18 0.14
Cl -4.49 -0.91 -5.44
C -6.22 -0.65 -5.77
Cl -7.05 -0.08 -4.29
H -6.34 0.19 -6.49
H -6.69 -1.58 -6.00
Cl -6.52 -0.54 -0.89
C -5.38 -1.90 -0.71
Cl -4.63 -2.00 0.92
H -5.89 -2.83 -0.80
H -4.64 -1.77 -1.48
Cl -1.92 1.75 -3.46
C -2.72 0.82 -2.20
Cl -2.14 -0.88 -2.42
H -2.43 1.19 -1.20
H -3.81 0.81 -2.32
```

Total energy = -129748.106 eV
Multiplicity = 1
Frontier orbital gap = 8.909 eV
SMILES = CN(C)P(=O)(N(C)C)N(C)C.CN(C)P(=O)(N(C)C)N(C)C.CN(C)C=O.ClCCl.ClCCl.ClCCl

# C36H58F2O12S6

C36H58F2O12S6 as an isolated structure (wB97M-V/def2-TZVPD, the OMol25 dataset).

Structure (XYZ):
```
114
Properties=species:S:1:pos:R:3
F -2.58 -1.71 -6.02
C -1.64 -2.71 -5.56
C -1.34 -3.75 -6.38
C -0.54 -4.82 -5.98
C 0.17 -4.67 -4.67
C -0.11 -3.47 -3.95
C -0.95 -2.46 -4.37
H -1.79 -4.01 -7.31
H -0.32 -5.52 -6.67
H 0.76 -5.52 -4.08
H 0.21 -3.52 -3.02
H -1.20 -1.42 -3.84
F 0.66 2.35 1.71
C 0.72 1.48 0.76
C -0.01 1.71 -0.42
C 0.09 0.74 -1.50
C 0.89 -0.40 -1.30
C 1.57 -0.68 -0.10
C 1.42 0.24 0.96
H -0.56 2.67 -0.38
H -0.58 0.80 -2.36
H 1.14 -0.96 -2.17
H 2.09 -1.46 0.02
H 1.97 -0.02 1.84
C -5.73 0.20 -1.28
C -4.78 0.75 -0.12
C -3.57 0.21 -0.37
S -3.53 -0.87 -1.71
O -2.92 -2.19 -1.32
O -3.11 -0.19 -2.87
C -5.25 -1.10 -1.74
H -5.76 0.83 -2.30
H -6.77 0.36 -1.03
H -5.27 0.65 0.90
H -4.47 1.67 -0.06
H -3.35 -0.49 0.53
H -2.82 0.83 -0.55
H -5.57 -1.88 -0.88
H -5.51 -1.55 -2.75
C 4.91 2.32 -1.07
C 4.46 0.95 -0.90
C 5.43 -0.01 -0.75
S 6.57 0.81 0.30
O 7.92 0.50 -0.15
O 6.15 0.63 1.71
C 6.28 2.47 -0.13
H 4.12 3.02 -0.71
H 5.11 2.49 -2.02
H 3.76 0.60 -1.87
H 3.79 0.86 -0.16
H 5.81 -0.11 -1.84
H 5.12 -0.90 -0.26
H 7.12 3.05 -0.25
H 5.84 2.77 0.61
C 5.34 -3.70 4.86
C 5.62 -2.23 5.12
C 5.18 -1.54 3.98
S 3.68 -2.33 3.36
O 3.72 -2.56 1.98
O 2.61 -1.69 4.06
C 3.90 -3.77 4.40
H 5.50 -4.45 5.75
H 5.88 -4.24 4.25
H 6.79 -2.04 5.47
H 4.96 -2.04 6.05
H 5.80 -1.65 3.15
H 5.15 -0.44 4.30
H 3.62 -4.56 3.82
H 3.37 -3.88 5.25
C -0.37 -4.11 1.18
C -0.87 -4.28 -0.18
C -0.44 -5.46 -0.72
S 1.06 -5.83 -0.05
O 2.21 -5.57 -0.85
O 1.02 -7.17 0.54
C 1.06 -4.61 1.17
H -0.82 -4.93 1.91
H -0.47 -3.13 1.65
H -0.34 -3.60 -0.83
H -1.97 -4.14 -0.16
H -0.58 -5.77 -1.70
H -1.39 -6.20 -0.46
H 1.62 -3.69 0.95
H 1.48 -4.87 2.26
C -4.31 4.90 -3.60
C -3.70 6.29 -3.46
C -2.35 6.07 -3.56
S -2.02 4.62 -2.47
O -1.58 4.97 -1.12
O -1.29 3.70 -3.26
C -3.68 4.18 -2.44
H -4.04 4.71 -4.72
H -5.18 5.02 -3.67
H -4.14 6.80 -2.50
H -3.89 6.99 -4.31
H -1.94 6.93 -2.81
H -1.89 5.70 -4.46
H -4.07 4.53 -1.40
H -3.80 3.13 -2.47
C -2.33 3.91 5.48
C -1.43 4.45 4.34
C -1.76 3.53 3.24
S -3.53 3.55 3.24
O -4.04 2.29 2.79
O -4.00 4.73 2.63
C -3.71 3.56 4.98
H -2.50 4.47 6.27
H -1.90 2.92 5.71
H -0.39 4.14 4.55
H -1.50 5.49 4.26
H -1.34 2.52 3.53
H -1.31 3.82 2.32
H -4.20 2.61 5.08
H -4.48 4.37 5.10
```

Total energy = -133269.980 eV
Multiplicity = 1
Frontier orbital gap = 9.285 eV

# C33H53BCrF10N4OPS2Si

C33H53BCrF10N4OPS2Si as an isolated structure (wB97M-V/def2-TZVPD, the OMol25 dataset).

Structure (XYZ):
```
107
Properties=species:S:1:pos:R:3
Cr -0.59 0.09 -0.41
S 3.90 -0.17 -1.74
C 4.55 -1.33 -0.66
C 3.87 -1.33 0.51
C 2.80 -0.39 0.59
C 2.72 0.35 -0.57
C 1.99 1.55 -0.98
C 2.73 2.66 -1.40
C 2.10 3.82 -1.81
C 0.72 3.83 -1.84
C 0.05 2.68 -1.47
N 0.64 1.57 -1.02
H 5.37 -1.96 -0.96
H 4.15 -2.01 1.31
H 3.81 2.60 -1.37
H 2.67 4.70 -2.08
H 0.16 4.69 -2.16
H -1.03 2.66 -1.53
F -0.47 -0.17 -2.93
P -0.70 0.49 -4.43
F -1.96 -0.50 -4.65
F -0.94 1.15 -5.88
F 0.29 -0.61 -5.06
F -1.70 1.59 -3.76
F 0.55 1.47 -4.17
C -0.20 -3.58 -2.91
Si 0.42 -3.25 -1.14
C -0.55 -4.43 0.02
C 2.17 -4.03 -1.11
O 0.36 -1.75 -0.67
H -0.04 -4.62 -3.20
H 0.32 -2.94 -3.62
H -1.27 -3.36 -3.02
H -0.58 -5.46 -0.37
H -1.57 -4.10 0.18
H -0.07 -4.46 1.01
H 2.23 -4.88 -1.80
H 2.42 -4.41 -0.11
H 2.93 -3.32 -1.40
F 0.03 3.37 1.46
B -1.36 3.19 1.35
F -1.94 4.22 0.61
F -1.95 3.09 2.61
F -1.59 1.94 0.62
C -3.59 -4.05 4.04
C -2.61 -3.05 3.49
C -1.74 -2.37 4.36
C -0.80 -1.49 3.90
C -0.05 -0.64 4.89
C -0.60 -1.36 2.40
C -1.91 -1.60 1.61
C -2.70 -2.62 2.17
N -2.10 -0.95 0.47
C -3.34 -0.98 -0.34
C -4.67 -1.21 0.41
C -3.20 -2.03 -1.45
C -3.48 0.40 -1.01
H -3.19 -4.53 4.94
H -3.82 -4.83 3.31
H -4.54 -3.57 4.31
H -1.84 -2.52 5.43
H -0.16 -1.06 5.90
H -0.47 0.38 4.91
H 1.00 -0.53 4.65
H 0.10 -2.12 2.00
H -3.44 -3.10 1.54
H -4.93 -2.26 0.49
H -5.47 -0.72 -0.15
H -4.64 -0.77 1.41
H -3.20 -3.03 -1.04
H -2.26 -1.87 -1.98
H -4.02 -1.94 -2.17
H -3.66 1.17 -0.26
H -4.31 0.38 -1.72
H -2.58 0.66 -1.58
C 5.90 1.14 4.47
C 4.65 2.01 4.45
C 4.43 2.72 3.11
C 3.91 1.78 2.02
N 2.60 1.28 2.40
C 2.18 -0.05 1.94
S 0.30 0.21 1.97
N 2.60 -0.98 2.98
C 2.38 -2.42 2.84
C 3.51 -3.25 3.44
C 3.44 -3.39 4.97
C 3.80 -2.10 5.71
H 6.00 0.62 5.42
H 6.80 1.75 4.32
H 5.88 0.39 3.68
H 4.72 2.75 5.24
H 3.76 1.40 4.64
H 5.37 3.17 2.77
H 3.70 3.52 3.24
H 4.59 0.94 1.89
H 3.90 2.32 1.06
H 1.87 1.98 2.24
H 3.57 -0.78 3.19
H 2.23 -2.69 1.79
H 1.46 -2.69 3.37
H 4.48 -2.83 3.17
H 3.46 -4.25 3.00
H 4.12 -4.19 5.28
H 2.43 -3.69 5.24
H 4.80 -1.76 5.42
H 3.81 -2.27 6.79
H 3.09 -1.31 5.49
```

⟨S²⟩ = 8.79
Total charge = -2
Total energy = -138216.833 eV
Multiplicity = 6
Frontier orbital gap (alpha / beta) = 3.998 / 6.057 eV

# C18H18ClN3O2S

The molecule C18H18ClN3O2S (wB97M-V/def2-TZVPD, the OMol25 dataset).

Structure (XYZ):
```
43
Properties=species:S:1:pos:R:3
C -2.35 -2.40 1.57
C -1.16 -2.06 0.73
C -1.20 -1.36 -0.50
S -2.48 -0.35 -1.13
O -2.21 -0.03 -2.51
O -3.80 -0.83 -0.80
C -2.20 1.18 -0.18
C -3.23 1.77 0.53
C -2.94 2.92 1.25
C -1.64 3.42 1.21
C -0.70 2.74 0.45
N -0.97 1.64 -0.23
C 0.10 -1.23 -0.96
N 0.52 -0.71 -2.16
N 0.92 -1.85 -0.07
C 2.36 -1.85 -0.16
C 2.93 -0.46 -0.31
C 3.81 -0.19 -1.35
C 4.36 1.07 -1.53
C 4.02 2.09 -0.66
C 3.15 1.85 0.38
C 2.61 0.58 0.55
Cl 1.52 0.33 1.88
C 0.16 -2.37 0.96
C 0.76 -3.13 2.09
H -2.30 -1.88 2.53
H -2.40 -3.47 1.76
H -3.25 -2.09 1.05
H -4.21 1.32 0.52
H -3.70 3.41 1.83
H -1.37 4.31 1.75
H 0.33 3.09 0.38
H -0.26 -0.26 -2.64
H 1.36 -0.15 -2.13
H 2.75 -2.30 0.76
H 2.67 -2.46 -1.01
H 4.07 -0.98 -2.04
H 5.04 1.25 -2.34
H 4.44 3.08 -0.79
H 2.88 2.63 1.08
H 1.33 -3.98 1.73
H -0.04 -3.49 2.73
H 1.42 -2.50 2.70
```

Total energy = -50881.128 eV
Multiplicity = 1
Frontier orbital gap = 7.902 eV
SMILES = Cc1c(S(=O)(=O)c2ccccn2)c(N)n(Cc2ccccc2Cl)c1C

# C4H9N

A 2-piece molecular cluster, C4H9N overall (wB97M-V/def2-TZVPD, the OMol25 dataset).

Structure (XYZ):
```
14
Properties=species:S:1:pos:R:3
C -1.75 0.97 -1.41
N -2.57 1.36 -0.55
H -1.58 1.51 -2.34
H -1.10 0.08 -1.30
H -2.55 0.80 0.30
C 1.35 -0.09 1.68
C 1.79 -0.56 0.38
C 1.12 -1.59 -0.28
H 1.66 -0.86 2.41
H 0.26 0.00 1.72
H 1.85 0.84 1.95
H 2.81 -0.36 0.04
H 1.57 -2.39 -0.86
H 0.04 -1.50 -0.28
```

⟨S²⟩ = 0.75
Total charge = +1
Total energy = -5772.497 eV
Multiplicity = 2
Frontier orbital gap (alpha / beta) = 7.225 / 4.314 eV

> Which of these has the lowest total energy?

C53H44BCl4F7N7OPSY

> The highest multiplicity belongs to which entry?

C33H53BCrF10N4OPS2Si